{
  "formula": "H4NPS",
  "method": "the ωB97M-V functional and the def2-TZVPD basis",
  "species": ["N", "P", "S", "H", "H", "H", "H"],
  "xyz": [[-0.060, 0.940, -1.168], [1.186, -2.189, 0.352], [0.408, -3.204, 1.906], [0.355, 0.328, -0.476], [0.706, 1.552, -1.500], [-0.708, 1.511, -0.667], [0.359, -2.324, 3.015]],
  "multiplicity": 1,
  "gap_ev": [6.76, 6.76],
  "de_lowest_kcal_mol": 42.57,
  "max_force_ev_per_a": 1.231,
  "homo_energy_ev": [-8.19, -8.16]
}